Molecular formula: C4H5FN2
Method: DFT, ωB97M-V with the def2-TZVPD basis set

largest force on an atom: 2.90 eV Å⁻¹
HOMO level: -8.90 eV
HOMO-LUMO gap: 0.3442 hartree

Last column: natural (NBO) charge in e.
Element x y z (Å)
F -2.589 -1.943 0.194  -0.328
N -4.202 1.213 -0.298  -0.006
N -5.260 0.937 -0.199  0.006
C -0.795 -0.620 -0.247  -0.448
C 0.628 -0.544 0.328  -0.361
C -1.835 -1.003 0.692  0.388
C -0.122 0.717 0.000  -0.391
H 0.770 -0.702 1.392  0.223
H -0.880 -0.860 -1.279  0.227
H -0.277 1.217 0.916  0.234
H 1.456 -1.038 -0.216  0.228
H 0.439 1.136 -0.755  0.227

Molecular formula: C4H5FN2OS
Method: DFT, ωB97M-V with the def2-TZVPD basis set

largest force on an atom: 1.81 eV Å⁻¹
HOMO level (alpha / beta): -9.37 / -9.69 eV
HOMO-LUMO gap (alpha / beta): 0.2955 / 0.3078 hartree

Last column: natural (NBO) charge in e.
Element x y z (Å)
S 1.009 -1.571 -1.493  1.038
F -0.793 -3.029 -0.181  -0.342
O 2.449 -1.431 -1.300  -0.824
N 0.520 1.337 0.759  -0.421
N -0.215 2.340 1.253  -0.265
C -1.233 1.497 -0.576  -0.452
C -1.271 2.444 0.461  -0.050
C -0.062 0.832 -0.330  0.215
C 0.480 -2.592 -0.011  -0.142
H -1.931 1.339 -1.371  0.238
H 1.147 -3.455 0.057  0.188
H -2.024 3.181 0.657  0.212
H 0.522 -1.983 0.897  0.187
H 1.402 1.089 1.176  0.417

Molecular formula: C4H5FN2S
Method: DFT, ωB97M-V with the def2-TZVPD basis set

largest force on an atom: 7.22 eV Å⁻¹
HOMO level: -8.54 eV
structure (SMILES): C=NNC(=S)/C=C/F
HOMO-LUMO gap: 0.2899 hartree

Last column: natural (NBO) charge in e.
Element x y z (Å)
S 1.411 -0.850 0.830  -0.135
F -1.721 -3.343 0.657  -0.339
N -0.300 0.939 -0.504  -0.424
N 0.323 2.143 -0.738  -0.240
C -0.765 -2.392 0.222  0.355
C 0.065 -0.334 -0.012  0.066
C 1.293 2.457 0.089  -0.135
C -1.008 -1.159 -0.102  -0.446
H -1.115 0.794 -1.349  0.391
H 1.796 1.697 0.959  0.221
H 0.386 -2.855 0.070  0.234
H -2.112 -0.525 0.084  0.255
H 1.749 3.427 -0.207  0.197

Molecular formula: C4H5FO
Method: DFT, ωB97M-V with the def2-TZVPD basis set

largest force on an atom: 5.67 eV Å⁻¹
HOMO level: -8.02 eV
structure (SMILES): C=C/C=C(/O)F
HOMO-LUMO gap: 0.2942 hartree

Last column: natural (NBO) charge in e.
Element x y z (Å)
F -1.019 0.100 1.488  -0.417
O -1.200 2.149 0.420  -0.661
C 0.076 0.378 -0.456  -0.220
C 0.826 -0.620 0.351  -0.203
C 0.695 -1.717 -0.458  -0.316
C -1.056 0.860 0.162  0.517
H 1.578 -2.140 -0.940  0.190
H -0.255 -2.239 -0.570  0.207
H 1.822 -0.294 0.656  0.198
H 0.661 1.115 -1.003  0.220
H -2.127 2.409 0.350  0.486

The highest largest force on an atom belongs to which entry? C4H5FN2S